83
Properties=species:S:1:pos:R:3:forces:R:3 method="wB97M-V/def2-TZVPD" lumo_energy_ha=-0.240 charge=+1 fmax_ha_per_bohr=0.183 homo_lumo_gap_ev=1.33
C -3.402 1.069 -0.905 -0.2943 -0.3845 0.5279
C -3.758 0.749 -2.429 0.7792 0.4283 0.4136
B -2.790 -0.313 -3.170 -1.8161 -0.2374 -1.9094
O -3.141 -0.660 -4.522 0.4722 0.0388 2.8539
C -1.437 -0.991 -2.568 1.2298 0.9172 -0.6372
C -0.424 0.207 -2.166 -0.1435 0.3019 1.3712
C 0.231 0.084 -0.702 0.2002 1.6219 -0.0769
C 1.295 1.358 -0.572 -0.9024 0.3794 -2.1071
C 0.561 2.632 0.042 0.7962 0.0626 1.0603
C 1.067 2.817 1.560 -1.0789 -1.3192 0.0916
C -0.216 2.736 2.510 0.1939 1.1357 -0.0954
C 0.082 2.956 4.064 -0.8300 -0.9883 -0.1697
C 1.299 2.115 4.662 0.3534 1.9491 0.0234
O 0.898 0.840 5.299 1.7179 -2.2327 -0.9061
C 1.220 -0.244 4.482 -1.5268 1.1831 -2.2618
C 2.003 -1.551 4.957 -1.6549 0.8669 0.7092
O 0.836 -0.218 3.300 1.3191 -0.5314 2.3464
O -0.780 -1.511 -3.808 1.8667 -2.3415 2.4885
S 0.388 -2.577 -3.178 8.5458 -2.0999 -3.2690
O 1.775 -1.989 -2.892 -5.0439 0.3128 0.5206
O 0.754 -3.738 -4.060 -3.7738 2.9084 2.4276
O -0.210 -2.973 -1.606 -1.7453 2.3341 -1.4824
C -1.528 -2.336 -1.679 -1.3421 -0.0423 -0.8839
I -2.560 -3.736 -3.083 -0.8294 -0.2406 0.2146
C -2.502 -2.419 -0.428 0.6989 -1.7043 -0.0124
O -1.768 -2.444 0.851 -2.3913 -0.2749 0.3359
C -2.760 -2.803 1.844 1.0756 1.0518 0.2792
H -4.322 0.916 -0.253 1.0800 0.3705 -0.7071
H -2.600 0.380 -0.468 -1.0027 0.8861 -0.6734
H -3.033 2.125 -0.732 -0.5193 -1.1923 -0.3258
H -4.828 0.399 -2.575 1.1291 0.5610 0.2862
H -3.640 1.735 -2.999 -0.3516 -1.4072 0.5024
H -4.110 -0.667 -4.623 0.5432 0.4804 -0.2282
H 0.381 0.285 -2.972 -1.0352 -0.3744 1.2570
H -0.972 1.213 -2.202 0.5725 -1.3878 0.1315
H 0.871 -0.870 -0.538 -6.7492 3.1250 -1.9693
H -0.513 0.226 0.175 1.0201 -0.5254 -1.5173
H 1.574 1.636 -1.677 -0.2028 -0.7101 1.9786
H 2.289 1.075 -0.053 -2.0173 1.4570 -0.6292
H -0.570 2.463 0.070 1.5304 0.2523 -0.2754
H 0.785 3.598 -0.518 -0.3126 -1.4425 0.4665
H 1.694 3.745 1.697 -0.8905 -0.9786 -0.0503
H 1.702 1.899 1.809 -0.6290 1.4556 -0.2380
H -0.906 3.588 2.187 0.7446 -1.0536 0.4618
H -0.802 1.780 2.296 1.0002 1.0523 0.4229
H 0.153 4.072 4.290 0.3768 -1.5728 -0.3000
H -0.854 2.603 4.621 1.2521 0.5161 -0.5605
H 2.134 1.902 3.931 -1.1196 0.3975 0.6575
H 1.760 2.740 5.496 -0.6559 -1.0838 -0.9128
H 1.377 -2.045 5.758 1.0940 0.4710 -0.6273
H 3.105 -1.341 5.297 -1.7972 0.1865 0.4665
H 2.034 -2.274 4.040 -4.1201 1.3708 2.5688
H -3.339 -1.655 -0.424 1.2992 -0.4665 -0.3008
H -3.014 -3.440 -0.490 0.6991 1.4107 -0.0018
H -3.824 -2.748 1.445 1.0619 -0.0502 0.2869
H -2.598 -3.879 2.237 0.8772 0.8073 -0.7089
H -2.683 -2.054 2.709 -0.1627 -1.1788 -0.8632
Ca 3.633 -2.330 3.570 5.3334 -1.0783 -2.3941
C 4.433 -3.082 -4.626 1.5474 3.1200 4.6724
O 4.080 -3.963 -5.465 -1.5042 -1.8793 -1.0654
O 4.738 -3.314 -3.426 -0.3095 -1.5533 0.1666
O 4.522 -1.862 -4.908 -0.6558 -0.5055 -2.5543
Cl 3.067 -5.652 -4.435 0.7964 0.9054 -0.8299
Ca -4.268 -4.430 3.396 -0.9871 1.8448 1.2581
C -0.992 -4.546 -7.040 0.1322 0.1227 0.1682
Cl -0.924 -6.310 -6.974 -0.0300 0.0253 0.1337
Cl -1.323 -3.979 -8.682 -0.0407 0.1025 0.0419
H -1.786 -4.198 -6.380 0.0471 -0.0838 -0.1748
H -0.036 -4.142 -6.711 -0.0503 -0.1471 -0.1049
O -5.108 -1.579 5.116 0.2189 -1.9289 -1.0954
H -4.543 -0.806 5.056 0.3344 0.0727 -0.1235
C 4.322 3.099 1.516 1.5267 -1.8254 0.5267
O 3.969 2.855 2.751 -0.0459 0.6494 -0.8043
H 5.393 3.298 1.327 0.0770 0.6830 0.5107
H 4.108 2.314 0.761 -0.8887 -0.1254 -0.0027
H 3.854 3.996 1.021 -0.9679 1.9702 -0.3076
Cs 2.509 -1.246 -0.100 7.2319 -3.6456 1.2281
C 2.654 6.512 1.927 -1.5681 0.0777 1.0645
O 3.088 6.053 0.762 0.6420 -1.1059 0.0128
H 1.584 6.355 2.162 -0.1134 -0.3665 -0.4551
H 3.139 6.101 2.840 0.6959 -0.2168 -0.0901
H 2.760 7.600 2.104 0.7846 0.0975 -0.3815
Be -5.258 -1.209 1.103 -0.7971 0.3200 0.1499